[1]
Below is 14 unconnected molecules or ions with the total composition C19H67O13S, with properties calculated with wB97M-V/def2-TZVPD.

Each line ends with the Mulliken charge.
Atoms and positions in Å:
C -0.3091 1.1430 2.1331  -0.33
C 1.1093 0.5723 1.5410  -0.34
C 0.9733 -0.4186 0.2420  0.07
C -0.2044 0.0173 -0.8312  0.46
C 0.2058 -0.7422 -2.2637  -0.76
S -1.9120 -0.7144 -0.3856  0.27
C -3.2303 0.6643 -0.4953  -0.62
H -0.0846 1.7439 3.1397  0.28
H -1.0289 0.2545 2.4708  -0.27
H -0.9012 1.8374 1.3661  0.13
H 1.8361 1.5009 1.3679  0.22
H 1.6110 -0.0612 2.4187  0.24
H 0.8413 -1.5538 0.4937  0.19
H 2.0041 -0.3330 -0.3533  -0.15
H -0.2733 1.1703 -1.0274  -0.25
H 1.2907 -0.3768 -2.5407  0.32
H 0.1694 -1.9048 -1.9986  0.12
H -0.5856 -0.5281 -3.1166  0.35
H -1.8691 -1.0886 0.9732  0.22
H -3.8639 0.7358 0.5083  0.33
H -2.6822 1.6886 -0.6372  0.10
H -4.0172 0.4416 -1.3599  0.36
C -1.4518 -2.0455 4.3221  -0.31
O -2.3146 -1.4499 3.3709  -0.43
H -0.4266 -2.0040 3.9470  -0.01
H -1.5147 -1.4978 5.2657  0.20
H -1.7401 -3.0885 4.4741  0.33
H -3.2163 -1.5014 3.7309  0.24
C 4.8536 -0.3825 -0.0346  -0.38
O 6.2300 -0.2141 0.2508  -0.57
H 4.2697 -0.0691 0.8340  0.10
H 4.5812 0.2331 -0.8954  0.24
H 4.6507 -1.4350 -0.2469  0.27
H 6.7224 -0.5000 -0.5372  0.32
C 2.6549 1.6450 5.0762  -0.61
O 1.7529 0.5578 4.9842  -0.42
H 3.3639 1.5895 4.2469  0.20
H 2.1010 2.5851 5.0169  0.29
H 3.1989 1.5892 6.0222  0.30
H 1.1366 0.6335 5.7324  0.28
C -0.2760 -4.7421 -0.6664  -0.46
O -0.0896 -5.3095 -1.9499  -0.57
H 0.6833 -4.3690 -0.3002  0.19
H -0.9854 -3.9135 -0.7329  0.14
H -0.6535 -5.5050 0.0189  0.39
H -0.9570 -5.6317 -2.2488  0.29
C -4.2439 -0.8847 7.1249  -0.63
O -4.0576 -1.4521 5.8414  -0.38
H -3.2847 -0.5116 7.4911  0.23
H -4.9533 -0.0561 7.0585  0.27
H -4.6214 -1.6476 7.8102  0.28
H -4.9249 -1.7743 5.5425  0.27
C 0.1489 3.9545 -1.8135  -0.48
O 0.1616 5.1590 -2.5572  -0.55
H -0.8851 3.6249 -1.6886  0.13
H 0.7113 3.1872 -2.3513  0.26
H 0.5952 4.1271 -0.8311  0.29
H 1.0915 5.4268 -2.6518  0.28
C 0.8615 -4.7209 3.6024  -0.54
O 0.3350 -4.8081 4.9137  -0.52
H 1.2544 -3.7140 3.4436  0.11
H 1.6689 -5.4477 3.4840  0.38
H 0.0690 -4.9192 2.8767  0.26
H -0.0060 -5.7118 5.0254  0.32
C 3.9003 6.3347 -1.0632  -0.65
O 3.3662 5.8044 -2.2622  -0.44
H 3.7766 7.4202 -1.0687  0.24
H 3.3663 5.9136 -0.2078  0.26
H 4.9636 6.0917 -0.9981  0.29
H 3.4902 4.8406 -2.2287  0.27
C -8.3233 -1.9795 4.1393  -0.55
O -6.9470 -1.8112 4.4248  -0.45
H -8.9072 -1.6662 5.0079  0.22
H -8.5958 -1.3639 3.2785  0.24
H -8.5262 -3.0320 3.9270  0.25
H -6.4545 -2.0971 3.6367  0.26
C -1.0881 -5.4076 -5.0500  -0.29
O -2.0695 -6.3793 -4.7388  -0.51
H -0.6385 -5.0468 -4.1220  0.05
H -0.3141 -5.8578 -5.6764  0.25
H -1.5559 -4.5711 -5.5749  0.26
H -2.4506 -6.6806 -5.5810  0.30
C 3.8250 -0.9175 -4.6914  -0.64
O 3.2985 -1.0047 -3.3802  -0.42
H 4.2180 0.0894 -4.8503  0.19
H 4.6325 -1.6443 -4.8098  0.29
H 3.0325 -1.1157 -5.4171  0.28
H 2.9575 -1.9083 -3.2685  0.28
C 3.1090 3.7477 -5.2290  -0.40
O 3.6685 5.0158 -5.5169  -0.52
H 3.1748 3.1196 -6.1205  0.32
H 3.6661 3.2792 -4.4139  0.15
H 2.0602 3.8669 -4.9465  0.14
H 3.5959 5.5506 -4.7082  0.33
C -1.3471 5.6042 -5.4597  -0.14
O -2.2492 4.5170 -5.5517  -0.51
H -0.6381 5.5487 -6.2890  0.21
H -1.9010 6.5443 -5.5190  0.29
H -0.8032 5.5484 -4.5136  -0.06
H -2.8655 4.5927 -4.8035  0.29

Cartesian forces, eV/Å:
C -0.1825 -0.2972 0.6350
C -0.0161 -0.2158 1.1563
C 0.3992 0.9312 -0.3964
C 2.1276 -0.2713 -1.2815
C -0.7923 -0.1658 0.9333
S -0.2949 0.7092 0.1742
C -1.2689 1.1016 0.6518
H -0.4895 -1.1996 -2.4056
H 1.5568 1.9005 -0.7540
H 1.3791 -1.3849 1.6259
H -1.5948 -2.1278 -0.0445
H -1.0782 1.4271 -1.8945
H 0.1230 2.1517 -0.2213
H -2.3654 -0.2787 1.0953
H -0.1668 -2.1950 0.7652
H -2.2969 -0.8527 0.3862
H 0.3305 2.4509 -0.8520
H 1.7536 -0.3706 1.7458
H 0.0118 0.8879 -0.8356
H 1.6761 -0.3871 -2.0388
H -1.0102 -2.0981 0.1376
H 2.1905 0.2750 1.7394
C 0.0969 -0.2441 0.3818
O -0.6522 0.2292 -0.8307
H -0.1638 0.0485 -0.0382
H 0.1115 -0.1935 -0.0108
H 0.2502 0.0808 0.1774
H 0.4964 0.1923 0.1097
C 0.2413 -0.0206 -0.1678
O 0.3105 -0.0624 -0.2357
H 0.1800 -0.0232 -0.0100
H -0.2930 -0.0858 -0.0482
H -0.2951 0.0107 -0.0500
H -0.1826 0.1844 0.5103
C -0.0220 0.1142 0.1985
O -0.5706 -0.2680 0.1681
H -0.1378 -0.0784 0.1102
H 0.2227 0.1683 0.0078
H 0.1473 0.2124 -0.1042
H 0.3368 -0.1689 -0.4323
C -0.0885 -0.2530 -0.1425
O -0.2693 0.0192 -0.1370
H -0.0605 -0.1044 -0.1085
H -0.0885 0.1434 0.2584
H 0.0064 0.2038 0.2237
H 0.4619 -0.0344 0.0948
C -0.2068 0.0552 0.1207
O -0.2401 -0.3738 -0.7335
H -0.1131 -0.0985 -0.1327
H 0.0447 0.0267 0.2303
H 0.0327 0.1732 0.1529
H 0.2040 0.1804 0.2294
C 0.3018 0.3852 -0.1525
O 0.2025 -0.0689 0.0803
H 0.0427 0.1224 -0.0654
H -0.0110 -0.2841 0.1100
H -0.0406 -0.2540 0.1579
H -0.2763 0.1233 0.0737
C -0.0297 -0.2553 0.1019
O -0.2646 -0.3083 0.2152
H -0.0471 -0.1248 0.1295
H 0.0533 0.1088 -0.2657
H 0.1080 0.0364 -0.2649
H 0.2013 0.5299 0.0663
C 0.1982 0.0411 0.3286
O -0.4428 -0.7685 -0.6103
H -0.0257 -0.2309 -0.1000
H 0.1200 0.1531 0.1422
H -0.0255 0.1362 0.1722
H 0.0433 0.4935 -0.0746
C -0.2461 -0.1266 -0.1651
O 0.9479 -0.0372 -0.2127
H 0.2106 -0.0377 -0.1252
H -0.2238 -0.0598 0.0549
H -0.2382 0.0717 0.0025
H -0.3167 0.1545 0.4485
C 0.0026 0.0130 -0.2567
O -0.3917 -0.2817 -0.1666
H -0.0676 -0.0929 -0.2895
H 0.1487 0.2374 0.0171
H 0.2084 0.1520 -0.0457
H 0.1468 0.0671 0.5800
C 0.0694 -0.1538 -0.2843
O -0.3767 -0.3414 0.5990
H -0.0915 -0.1562 0.1193
H 0.0220 0.1158 -0.2220
H 0.1725 0.0580 -0.1900
H 0.2388 0.4639 -0.0055
C 0.0232 0.3793 0.0789
O 0.0182 0.2329 0.2574
H 0.0217 0.1526 0.1202
H -0.0528 -0.3137 0.0577
H -0.1372 -0.2708 0.0169
H 0.1065 -0.1153 -0.4079
C 0.1175 0.2492 0.2588
O -0.5811 -0.4721 0.3128
H -0.1958 -0.0685 0.0550
H 0.2055 0.1436 -0.0549
H 0.0608 0.2283 -0.1994
H 0.3391 -0.0512 -0.5117

Results
* maximum force: 2.81 eV/A
* total charge: +1
* spin multiplicity: 1

=====

[2]
Below is a molecular structure, C56H60AsN3O3P2STa, with properties calculated with wB97M-V/def2-TZVPD.

Each line ends with the Mulliken charge.
Atoms and positions in Å:
Ta -0.4102 0.2070 0.0550  -0.72
C 3.2315 -4.4454 2.1341  -1.51
C 3.4601 -3.1493 1.3521  1.23
C 4.9383 -2.9738 1.0019  -1.71
P 2.1775 -2.9889 0.0005  2.02
C 2.4639 -4.3583 -1.2255  0.84
C 1.5068 -5.5160 -0.9057  -1.36
C 3.8746 -4.9103 -1.4471  -1.91
C 2.8039 -1.4954 -0.8506  -0.49
C 3.5647 -1.5334 -2.0217  -0.53
C 4.0350 -0.3827 -2.6333  -1.11
C 3.7492 0.8558 -2.0800  -1.01
C 2.9588 0.9243 -0.9449  0.23
C 2.4766 -0.2339 -0.3371  -1.19
N 1.5142 -0.0602 0.7405  0.97
C 1.9935 0.4590 1.9701  0.66
C 3.3416 0.7581 2.1751  -0.33
C 3.7657 1.3118 3.3742  -1.11
C 2.8652 1.5814 4.3937  -1.12
C 1.5295 1.2566 4.2126  -0.26
C 1.0850 0.6948 3.0217  -0.04
P -0.5846 0.0270 2.8187  1.20
C -1.8720 1.0069 3.7106  0.61
C -2.2283 2.3797 3.1510  -1.35
C -3.1425 0.1482 3.7902  -1.57
C -0.4611 -1.5058 3.8604  0.67
C 0.8716 -2.2085 3.5962  -1.65
C -0.5863 -1.2651 5.3674  -1.68
H 3.7488 -4.4117 3.0954  0.44
H 3.6224 -5.3057 1.5864  0.31
H 2.1717 -4.6306 2.3261  0.16
H 3.1939 -2.3133 2.0082  -0.21
H 5.3404 -3.8442 0.4835  0.34
H 5.5176 -2.8494 1.9220  0.46
H 5.1161 -2.0959 0.3790  0.29
H 2.1138 -3.9080 -2.1638  0.32
H 1.8622 -6.0883 -0.0448  0.36
H 1.4470 -6.2049 -1.7517  0.48
H 0.4982 -5.1677 -0.6717  0.04
H 4.1864 -5.5144 -0.5923  0.41
H 4.6310 -4.1414 -1.5967  0.37
H 3.8831 -5.5667 -2.3218  0.39
H 3.7910 -2.4866 -2.4795  0.41
H 4.6227 -0.4556 -3.5398  0.44
H 4.1195 1.7655 -2.5367  0.49
H 2.6918 1.8875 -0.5239  0.52
H 4.0650 0.5639 1.3949  0.55
H 4.8158 1.5427 3.5053  0.41
H 3.1992 2.0291 5.3204  0.49
H 0.8203 1.4573 5.0083  0.55
H -1.4726 1.1336 4.7215  0.84
H -1.3905 3.0680 3.1505  0.06
H -2.6097 2.3069 2.1328  0.02
H -3.0144 2.8037 3.7801  0.61
H -3.5502 -0.0272 2.7971  0.27
H -3.8978 0.6948 4.3573  0.61
H -2.9980 -0.8176 4.2735  0.27
H -1.2810 -2.1525 3.5382  0.68
H 1.6858 -1.6930 4.1097  0.57
H 1.1276 -2.2456 2.5361  -0.96
H 0.8273 -3.2306 3.9790  0.79
H 0.1961 -0.5934 5.7266  0.24
H -0.4423 -2.2194 5.8784  0.48
H -1.5520 -0.8713 5.6774  0.45
O -0.1296 5.7983 -0.8212  -0.66
C 0.1873 5.6324 0.4724  0.03
C 0.3974 6.7885 1.2246  -0.75
C 0.7658 6.7013 2.5498  -0.52
C 0.9370 5.4594 3.1624  -1.15
C 0.6996 4.3165 2.4328  0.43
C 0.3002 4.3752 1.0937  0.13
C 0.0615 3.1354 0.3511  0.72
O -0.2218 2.0279 0.9917  -0.28
N 0.1363 3.1298 -0.9428  -1.29
N -0.0341 1.8352 -1.4263  0.82
C 0.0741 1.7696 -2.7133  -0.59
C 0.1224 0.5739 -3.4972  0.60
C 0.2780 0.6586 -4.8878  -1.03
C 0.4633 -0.4833 -5.6348  -1.16
C 0.5220 -1.7216 -4.9933  -1.10
C 0.3790 -1.8264 -3.6230  -0.18
C 0.1527 -0.6765 -2.8788  0.30
O -0.0125 -0.7579 -1.5556  1.72
H -0.1417 4.9230 -1.2539  0.47
H 0.2795 7.7441 0.7300  0.47
H 0.9358 7.6105 3.1134  0.39
H 1.2553 5.3938 4.1948  0.47
H 0.8425 3.3428 2.8777  0.49
H 0.2081 2.7155 -3.2291  0.46
H 0.2588 1.6325 -5.3636  0.53
H 0.5776 -0.4215 -6.7085  0.44
H 0.6834 -2.6201 -5.5771  0.53
H 0.4268 -2.7819 -3.1203  0.76
S -2.7060 0.9656 -0.4681  -0.66
C -3.9639 -0.0174 0.3042  0.86
C -5.1632 0.6075 0.6355  -0.73
C -6.1542 -0.1005 1.2972  -0.88
C -5.9553 -1.4315 1.6376  -0.84
C -4.7698 -2.0627 1.2893  -1.03
C -3.7810 -1.3653 0.6058  0.00
As -2.0721 -2.0968 0.0859  2.72
C -2.3728 -2.6710 -1.7424  0.79
C -1.8678 -3.8936 -2.1721  -0.50
C -2.0768 -4.3097 -3.4803  -0.78
C -2.7800 -3.5024 -4.3630  -0.74
C -3.2756 -2.2777 -3.9368  -0.81
C -3.0765 -1.8613 -2.6277  -0.66
C -2.0051 -3.8334 0.9389  0.01
C -0.9471 -4.2108 1.7475  0.66
C -0.9134 -5.4758 2.3215  -0.86
C -1.9366 -6.3754 2.0730  -0.99
C -2.9862 -6.0158 1.2348  -1.08
C -3.0187 -4.7545 0.6640  -0.70
H -5.3037 1.6536 0.3919  0.54
H -7.0801 0.3946 1.5621  0.40
H -6.7202 -1.9804 2.1725  0.45
H -4.6208 -3.0950 1.5741  0.48
H -1.3184 -4.5341 -1.4912  0.06
H -1.6918 -5.2686 -3.8060  0.47
H -2.9479 -3.8305 -5.3815  0.41
H -3.8281 -1.6461 -4.6214  0.48
H -3.4699 -0.9059 -2.3041  0.33
H -0.1236 -3.5367 1.8878  -0.17
H -0.0772 -5.7605 2.9496  0.46
H -1.9115 -7.3640 2.5149  0.44
H -3.7768 -6.7232 1.0176  0.44
H -3.8258 -4.5011 -0.0119  0.66

Cartesian forces, eV/Å:
Ta 0.4791 0.4797 0.1074
C -0.0213 -0.0393 -0.0199
C 0.0623 0.0110 -0.0030
C 0.0269 -0.0244 -0.0053
P -0.0084 -0.0458 0.1321
C -0.0387 -0.0602 -0.1052
C 0.0205 -0.0348 0.0416
C 0.0093 -0.0341 0.0149
C 0.0720 0.1110 0.0004
C 0.0083 -0.0449 -0.0016
C 0.0021 -0.0015 -0.0409
C -0.0148 0.0361 0.0357
C 0.0341 -0.0382 -0.0170
C -0.1266 0.1175 0.0402
N 0.0052 0.0488 -0.0080
C -0.0237 -0.1648 -0.1234
C 0.0421 -0.0140 0.0741
C 0.0257 0.0049 -0.0284
C -0.0069 0.0084 0.0117
C -0.0203 0.0320 0.0221
C 0.0208 0.0182 0.0714
P -0.0871 0.0090 -0.3020
C 0.0222 -0.0547 0.0795
C -0.0011 -0.0299 -0.0064
C -0.0361 0.0243 0.0383
C 0.0532 -0.0634 -0.0011
C 0.0507 -0.0129 -0.0192
C 0.0327 -0.0067 0.0552
H 0.0040 0.0098 -0.0169
H -0.0230 0.0190 0.0029
H 0.0018 0.0248 0.0112
H -0.0418 0.0360 0.0036
H -0.0198 0.0504 0.0401
H -0.0364 -0.0072 -0.0316
H -0.0242 0.0026 0.0046
H 0.0351 0.0098 0.0427
H -0.0272 0.0313 -0.0010
H 0.0240 -0.0045 0.0147
H 0.0906 0.0000 -0.0149
H -0.0055 0.0287 -0.0336
H -0.0511 -0.0180 -0.0226
H -0.0172 0.0139 0.0273
H 0.0274 0.0339 0.0276
H -0.0070 -0.0017 0.0235
H -0.0166 -0.0271 0.0064
H -0.0054 -0.0003 0.0071
H -0.0254 0.0027 0.0130
H -0.0312 -0.0109 -0.0068
H -0.0075 -0.0077 -0.0200
H 0.0253 -0.0078 -0.0316
H 0.0029 0.0265 0.0060
H 0.0678 0.0255 -0.0030
H -0.0082 -0.0109 -0.0280
H 0.0144 0.0078 -0.0220
H -0.0182 0.0096 -0.0330
H 0.0142 -0.0176 0.0242
H -0.0189 0.0475 -0.0546
H -0.0183 -0.0508 -0.0431
H -0.0343 0.0056 0.0039
H -0.0165 0.0163 0.0275
H 0.0188 0.0194 -0.0039
H -0.0212 -0.0282 -0.0248
H -0.0088 0.0027 -0.0014
H 0.0476 -0.0110 -0.0058
O -0.0355 -0.0557 -0.0761
C -0.0111 0.0106 0.0416
C 0.0093 0.0151 0.0066
C 0.0090 0.0190 0.0196
C 0.0018 0.0224 0.0167
C -0.0149 -0.0644 -0.0106
C 0.0300 0.0658 -0.0567
C -0.1393 -0.1325 0.0161
O 0.1211 0.0713 0.1338
N -0.0405 -0.0461 0.0320
N -0.1222 0.0128 -0.2401
C 0.0125 -0.0477 0.0678
C -0.0241 0.0582 -0.0119
C -0.0057 -0.0034 -0.0196
C -0.0009 0.0333 -0.0340
C 0.0081 -0.0793 0.0194
C 0.0302 0.0091 -0.0887
C 0.0543 -0.1022 0.1664
O 0.0710 -0.2408 0.0036
H 0.0164 0.0284 0.0029
H 0.0034 -0.0325 0.0223
H -0.0017 -0.0270 -0.0132
H -0.0105 0.0010 -0.0352
H -0.0074 -0.0372 0.0300
H 0.0105 0.0306 -0.0127
H 0.0004 -0.0259 0.0203
H -0.0050 0.0020 0.0259
H -0.0036 0.0322 0.0132
H -0.0414 0.0276 0.0005
S -0.1488 0.0467 0.0586
C -0.0320 0.0741 0.0018
C -0.0300 0.0153 0.0093
C -0.0335 -0.0139 0.0057
C -0.0106 0.0060 -0.0003
C -0.0460 0.0220 0.0362
C 0.0000 -0.0912 0.0482
As -0.0014 -0.0265 0.0880
C -0.0573 0.0396 -0.0126
C 0.0405 -0.0191 -0.0188
C -0.0028 0.0046 -0.0017
C 0.0083 -0.0183 -0.0224
C -0.0120 0.0023 -0.0035
C 0.0221 -0.0069 -0.0537
C -0.1149 -0.0815 -0.0638
C -0.0126 -0.0489 -0.0216
C -0.0111 -0.0213 0.0145
C 0.0099 -0.0404 0.0116
C -0.0047 -0.0220 0.0080
C -0.0322 -0.0141 0.0329
H 0.0115 -0.0345 0.0083
H 0.0248 -0.0072 -0.0098
H 0.0237 0.0273 -0.0170
H 0.0161 0.0118 -0.0196
H -0.0757 0.0532 -0.0620
H -0.0093 0.0187 0.0066
H 0.0068 0.0134 0.0257
H 0.0131 -0.0176 0.0184
H -0.0040 -0.0200 -0.0153
H 0.0839 0.0705 0.0158
H -0.0257 0.0078 -0.0193
H -0.0037 0.0356 -0.0123
H 0.0221 0.0155 0.0081
H -0.0007 0.0229 -0.0147

Results
* maximum force: 0.69 eV/A
* total charge: +1
* ΔE to the lowest compared entry with this formula, charge and spin: 0.0 kJ/mol
* spin multiplicity: 1

=====

[3]
Below is a molecular structure, CH4I2N, with properties calculated with wB97M-V/def2-TZVPD.

Each line ends with the Mulliken charge.
Atoms and positions in Å:
C -0.1919 -0.2948 -0.7024  -0.68
N 0.5273 0.3588 0.5925  -0.52
I -1.1612 -2.0160 0.1448  0.26
I -1.4603 1.1795 -1.6065  0.28
H 0.4930 -0.6725 -1.3977  0.50
H 0.9460 1.3595 0.5251  0.38
H 1.0993 -0.3363 1.2277  0.38
H -0.2522 0.4219 1.2165  0.38

Cartesian forces, eV/Å:
C -0.8354 0.7408 2.1645
N 1.0328 -0.4533 0.3407
I 0.0416 0.3187 -0.2905
I 0.5081 -0.4820 0.3909
H 1.2983 -0.0946 -0.7415
H -0.5166 -2.1748 -0.2425
H -0.4304 1.4289 -2.1511
H -1.0985 0.7162 0.5296

Results
* maximum force: 2.62 eV/A
* total charge: +1
* ΔE to the lowest compared entry with this formula, charge and spin: 15.1 kJ/mol
* spin multiplicity: 1

=====

| no. | gap between HOMO and LUMO (eV) | M (g/mol) | HOMO energy (eV) |
| --- | --- | --- | --- |
| 1 | 8.7912 | 535.799 | -11.61 |
| 2 | 6.6914 | 1172.999 | -10.22 |
| 3 | 9.2394 | 283.858 | -14.02 |